(1)
36
Properties=species:S:1:pos:R:3 method="wB97M-V/def2-TZVPD" max_force_ev_per_a=0.81 spin_multiplicity=1 e_above_lowest_kj_mol=0.0 lumo_ev=-8.176 charge=+2
Pt -1.42 0.14 -0.11
C 2.87 -3.56 0.15
C 2.30 -2.22 0.03
C 3.02 -1.00 0.41
O 1.21 -2.03 -0.63
C 0.27 -1.02 2.86
O 1.11 -1.54 3.44
O -0.56 -0.49 2.23
H 3.50 -3.69 -0.75
H 2.12 -4.35 0.16
H 3.53 -3.65 1.02
H 3.67 -0.79 -0.45
H 3.66 -1.15 1.28
H 2.35 -0.15 0.54
H 0.83 -2.86 -0.96
C -3.45 -2.47 -0.08
O -3.03 -1.12 -0.42
C -3.89 -0.29 -1.18
S -5.33 -0.68 -1.71
S -2.96 1.17 -1.38
H -2.60 -2.92 0.42
H -3.70 -3.00 -1.00
H -4.31 -2.42 0.58
C 0.58 3.67 -1.06
C -0.49 3.95 0.00
C -0.37 2.75 0.91
O -0.04 1.62 0.00
C 0.50 2.17 -1.27
H 1.56 3.97 -0.70
H 0.39 4.20 -1.99
H -1.49 4.01 -0.44
H -0.30 4.87 0.54
H -1.27 2.48 1.45
H 0.47 2.84 1.60
H -0.18 1.89 -2.06
H 1.47 1.69 -1.43

***

(2)
34
Properties=species:S:1:pos:R:3 method="wB97M-V/def2-TZVPD" max_force_ev_per_a=2.28 spin_multiplicity=1 lumo_ev=0.502 charge=0 smiles="O=C(O)OC[C@@H]1CO1.CC(C)=O.CC(C)=O"
O 0.36 -3.47 -3.12
C 0.00 -2.34 -3.21
O 0.80 -1.29 -2.93
O -1.27 -2.04 -3.55
C -1.54 -0.84 -4.28
C -2.90 -0.27 -3.90
C -3.74 -0.98 -2.92
O -4.04 -0.90 -4.39
H 0.32 -0.73 -2.29
H -0.80 -0.09 -4.08
H -1.60 -1.09 -5.34
H -2.96 0.82 -3.86
H -4.41 -0.36 -2.34
H -3.69 -2.05 -2.81
C -0.68 -1.80 1.76
C 0.00 -1.15 0.58
C 1.39 -0.64 0.80
O -0.57 -1.04 -0.49
H -1.68 -2.12 1.47
H -0.11 -2.66 2.09
H -0.75 -1.09 2.58
H 2.05 -1.46 1.09
H 1.38 0.11 1.59
H 1.77 -0.19 -0.11
C 2.07 3.86 3.10
C 1.81 2.43 3.50
C 2.70 1.84 4.56
O 0.92 1.79 2.99
H 1.36 4.17 2.34
H 1.96 4.52 3.97
H 3.08 3.97 2.72
H 2.61 2.42 5.48
H 3.74 1.87 4.23
H 2.41 0.81 4.75

***

(3)
30
Properties=species:S:1:pos:R:3 method="wB97M-V/def2-TZVPD" max_force_ev_per_a=4.13 spin_multiplicity=1 e_above_lowest_kj_mol=268.8 lumo_ev=0.828 charge=0 smiles="CO[SiH2][C@@]12CC[C@@H](C1)C(C)=C2C"
C 3.58 -0.88 -1.15
O 2.48 -0.23 -0.59
Si 2.04 0.82 0.56
C 0.12 0.75 0.26
C -0.86 1.70 0.99
C -2.13 1.71 0.11
C -1.74 0.68 -0.99
C -0.33 1.14 -1.25
C -1.47 -0.71 -0.43
C -2.46 -1.79 -0.69
C -0.39 -0.70 0.33
C -0.01 -1.64 1.32
H 3.28 -1.47 -2.13
H 4.08 -1.72 -0.50
H 4.44 -0.35 -1.54
H 2.94 2.09 0.39
H 2.04 0.14 1.85
H -0.41 2.71 0.99
H -1.13 1.37 1.95
H -3.09 1.34 0.55
H -2.23 2.62 -0.36
H -2.49 0.71 -1.94
H 0.23 0.49 -2.03
H -0.21 2.13 -1.55
H -3.53 -1.59 -0.21
H -1.98 -2.64 -0.26
H -2.64 -1.98 -1.85
H 0.65 -2.40 0.81
H -0.86 -2.04 1.70
H 0.38 -1.15 2.19

***

(4)
29
Properties=species:S:1:pos:R:3 method="wB97M-V/def2-TZVPD" max_force_ev_per_a=4.70 spin_multiplicity=1 e_above_lowest_kj_mol=165.6 lumo_ev=-2.656 charge=+1
C -2.52 -1.23 0.07
C -0.58 -1.19 1.65
C -1.48 -0.28 0.74
C -1.51 -2.35 -0.35
C -0.45 -2.30 0.68
C -0.16 -1.76 -0.68
C -0.66 0.19 -0.35
C 0.62 2.85 0.36
C 1.31 1.42 -1.97
C 2.31 0.35 0.55
P 0.85 1.16 -0.23
H -3.25 -1.48 0.78
H -3.04 -0.64 -0.64
H 0.41 -0.74 1.64
H -0.96 -1.43 2.60
H -2.10 0.55 1.18
H -1.87 -3.31 -0.81
H 0.18 -3.05 1.13
H 0.65 -2.02 -1.25
H -1.00 0.59 -1.33
H 1.38 3.60 0.19
H 0.19 2.94 1.36
H -0.29 3.21 -0.29
H 1.20 0.46 -2.60
H 2.27 1.74 -1.91
H 0.87 2.09 -2.73
H 1.96 0.05 1.56
H 3.09 1.08 0.70
H 2.58 -0.49 -0.04

***

(5)
29
Properties=species:S:1:pos:R:3 method="wB97M-V/def2-TZVPD" max_force_ev_per_a=3.67 spin_multiplicity=1 e_above_lowest_kj_mol=213.9 lumo_ev=0.860 charge=0 smiles="C[Si](C)(C)C1=C[C@H]2CC[C@@H]1C2"
C -1.70 1.91 0.86
Si -0.40 1.63 -0.53
C -1.05 1.52 -2.31
C 0.86 3.11 -0.51
C 0.31 -0.03 -0.20
C 1.55 -0.44 -0.10
C 1.56 -1.92 0.23
C 1.00 -2.01 1.68
C -0.54 -1.90 1.56
C -0.65 -1.62 -0.01
C 0.44 -2.50 -0.63
H -1.15 1.72 1.88
H -2.21 2.93 0.97
H -2.30 0.96 0.78
H -2.19 1.75 -2.44
H -0.48 2.10 -3.05
H -0.98 0.48 -2.68
H 1.78 2.64 -0.87
H 0.44 3.83 -1.33
H 1.13 3.56 0.54
H 2.35 0.36 0.05
H 2.48 -2.46 -0.02
H 1.51 -1.29 2.42
H 1.30 -3.02 2.10
H -1.02 -2.82 1.83
H -0.99 -1.11 2.26
H -1.79 -1.56 -0.25
H 0.60 -2.25 -1.75
H 0.16 -3.56 -0.48

***

(6)
44
Properties=species:S:1:pos:R:3 method="wB97M-V/def2-TZVPD" max_force_ev_per_a=1.05 spin_multiplicity=1 e_above_lowest_kj_mol=51.3 lumo_ev=-5.173 charge=+1
Ir 1.09 0.72 0.07
C -0.19 0.34 -4.28
N -0.79 -0.52 -3.26
C -1.95 -1.30 -3.69
C -0.30 -0.60 -2.05
O 0.77 0.06 -1.78
C -0.95 -1.49 -1.00
O -0.03 -1.72 0.04
C -0.55 -1.90 1.33
C -0.02 -0.81 2.27
O 0.98 -0.12 1.91
N -0.56 -0.64 3.45
C -1.62 -1.50 3.97
C -0.05 0.42 4.34
H -0.97 0.98 -4.68
H 0.23 -0.28 -5.06
H 0.59 0.95 -3.83
H -2.50 -0.71 -4.42
H -2.63 -1.50 -2.86
H -1.64 -2.24 -4.15
H -1.22 -2.44 -1.46
H -1.86 -0.99 -0.66
H -0.18 -2.85 1.71
H -1.64 -1.92 1.35
H -1.54 -2.51 3.57
H -2.60 -1.08 3.73
H -1.51 -1.56 5.05
H 0.28 1.27 3.75
H 0.78 0.04 4.94
H -0.87 0.72 4.99
B 5.51 -0.69 -0.24
C 4.05 -0.17 -0.15
N 2.95 0.21 -0.10
H 5.97 -0.59 0.87
H 5.42 -1.85 -0.58
H 6.04 0.02 -1.05
F -0.78 4.25 1.26
C -1.41 4.05 0.12
F -2.70 3.86 0.35
F -1.23 5.07 -0.70
S -0.74 2.53 -0.69
O -1.43 2.37 -1.93
O -0.92 1.41 0.28
O 0.73 2.70 -0.75

***

(7)
46
Properties=species:S:1:pos:R:3 method="wB97M-V/def2-TZVPD" max_force_ev_per_a=0.38 spin_multiplicity=2 e_above_lowest_kj_mol=0.0 lumo_ev="-8.782 / -8.137" charge=+2
Tc -0.11 0.56 -0.35
C 2.60 3.50 2.51
C 2.33 3.02 1.09
O 2.97 3.79 0.09
P 2.96 1.31 0.76
O 4.48 1.46 0.43
O 2.92 0.45 2.06
O 2.12 0.71 -0.32
P 0.55 2.88 0.71
O -0.08 4.19 1.27
O 0.23 2.59 -0.77
O 0.05 1.56 1.39
H 3.67 3.47 2.71
H 2.08 2.89 3.25
H 2.26 4.53 2.62
H 2.99 4.72 0.34
H 4.71 2.16 -0.21
H 3.71 0.42 2.62
H -0.95 4.47 0.94
C 2.24 -2.56 -2.59
N 0.78 -2.63 -2.72
C 0.10 -3.12 -3.79
C -1.23 -3.04 -3.48
N -1.35 -2.48 -2.24
B -2.84 -2.29 -1.68
N -2.87 -1.86 -0.18
C -3.20 -2.66 0.88
C -3.31 -1.88 1.98
N -3.05 -0.59 1.58
C -3.14 0.60 2.43
C -2.78 -0.61 0.27
S -2.31 0.74 -0.75
C -0.12 -2.23 -1.79
S 0.41 -1.60 -0.25
H 2.67 -2.82 -3.55
H 2.58 -3.27 -1.84
H 2.54 -1.55 -2.31
H 0.60 -3.50 -4.66
H -2.09 -3.34 -4.05
H -3.38 -3.35 -1.77
H -3.34 -1.43 -2.35
H -3.36 -3.72 0.76
H -3.56 -2.12 3.00
H -3.21 0.27 3.46
H -4.03 1.17 2.17
H -2.24 1.20 2.31